Computed, not measured: C23H26Cl5N2O5SiZr as an isolated structure, with ωB97M-V/def2-TZVPD.

Each line ends with the Löwdin charge.
Positions of all 63 atoms, in Å:
Zr  -0.59235  0.13854  -0.58695  1.746
C  -0.52704  4.40854  -0.43610  0.002
C  -1.22984  3.30642  -1.21285  -0.467
C  -2.53207  3.77623  -1.84409  0.009
O  -1.49124  2.19815  -0.25945  -0.171
C  -0.25669  2.69198  -2.27405  -0.534
O  0.18900  3.30692  -3.19548  0.159
O  0.00330  1.41642  -2.01716  -0.226
H  -1.24720  4.80335  0.30186  0.101
H  -0.19694  5.17931  -1.15461  0.117
H  0.36704  4.00982  0.09929  0.097
H  -3.16623  4.31479  -1.15457  0.088
H  -3.01880  2.87426  -2.16260  0.048
H  -2.26855  4.43955  -2.74491  0.143
H  -1.73373  2.53376  0.60475  0.109
C  -4.68154  0.26407  1.36463  0.044
C  -3.32107  -0.36212  1.32425  -0.433
O  -2.59144  -0.28335  0.28321  -0.177
N  -2.81425  -0.88105  2.44051  0.117
C  -1.48463  -1.54396  2.53320  -0.061
C  -0.44999  -0.51631  2.93396  -0.277
C  0.34265  -0.71281  4.00959  -0.002
C  1.39624  0.17735  4.19517  -0.020
C  1.51457  1.32303  3.40102  -0.027
C  0.64180  1.45444  2.33231  -0.123
N  -0.30518  0.52388  2.09662  0.034
H  -5.33893  -0.14009  0.61210  0.101
H  -4.53651  1.34992  1.13322  0.113
H  -5.13338  0.28802  2.34544  0.087
H  -3.34745  -0.85361  3.29527  0.159
H  -1.24189  -2.05444  1.57746  0.138
H  -1.53313  -2.44019  3.14690  0.135
H  0.24964  -1.56124  4.65522  0.123
H  2.00533  0.04161  5.07466  0.121
H  2.26996  2.08502  3.59621  0.124
H  0.69567  2.26892  1.60035  0.105
Cl  -3.33826  -4.06520  -6.21469  0.699
C  -2.60329  -3.33090  -4.83841  -0.688
C  -2.92018  -1.99360  -4.49059  -0.680
Cl  -4.13196  -1.16484  -5.37385  0.715
C  -2.28203  -1.38037  -3.40583  -0.552
Cl  -2.74114  0.18873  -2.84833  0.806
C  -1.32562  -2.10387  -2.68347  -0.425
O  -0.81574  -1.51760  -1.62654  -0.324
C  -0.99734  -3.40016  -3.06135  -0.662
Cl  0.20411  -4.14245  -2.16150  0.792
C  -1.59417  -3.98889  -4.14105  -0.699
Cl  -0.94823  -5.43704  -4.79344  0.726
C  4.72057  -2.66049  -0.16127  -0.192
Si  4.42223  -0.98028  0.63558  0.446
C  5.47920  0.35022  -0.15685  -0.180
C  4.61864  -1.10375  2.49755  -0.183
C  2.65785  -0.55187  0.25055  -0.165
C  1.48750  -0.21330  -0.05393  -0.212
H  5.75887  -2.98216  0.02301  0.037
H  4.62431  -2.64581  -1.23954  0.025
H  4.05010  -3.47365  0.18530  0.039
H  6.56843  0.29872  -0.09018  0.038
H  5.22028  1.28832  0.29600  0.016
H  5.29567  0.48212  -1.22901  0.042
H  5.67190  -0.97706  2.84035  0.048
H  4.25805  -2.02041  2.95498  0.028
H  4.02514  -0.29958  2.97211  0.006

The value obtained for the gap between HOMO and LUMO is 0.2825 hartree. The spin multiplicity is 1. For the HOMO energy, the calculation gives -10.8575 eV. The charge is +1. Its max |F| is 3.13 eV/Å.


Computed, not measured: one molecule with the formula C23H26ClN5O3S3, with ωB97M-V/def2-TZVPD.

Each line ends with the Löwdin charge.
Positions of all 61 atoms, in Å:
C  4.97821  -1.03966  0.27553  -0.039
C  3.92023  -0.43108  1.14690  -0.212
C  4.17563  0.71732  1.87906  -0.045
C  3.19608  1.27302  2.68202  -0.084
C  1.94984  0.68110  2.76082  -0.059
C  1.65635  -0.47270  2.04542  -0.203
C  2.65315  -1.01712  1.23257  -0.168
N  2.43057  -2.22463  0.53377  0.063
C  1.43678  -2.45807  -0.33501  -0.618
N  0.57877  -1.60106  -0.77934  0.031
N  -0.32524  -2.12083  -1.60214  -0.033
C  -0.18129  -3.37606  -1.82198  -0.950
S  -1.23233  -4.37154  -2.77780  0.911
C  -2.15928  -3.11563  -3.71921  -0.341
C  -2.57761  -1.89143  -2.91484  -0.550
O  -2.48910  -0.78857  -3.38824  0.091
N  -3.10372  -2.19660  -1.69126  0.090
C  -3.17973  -1.31714  -0.61810  -0.234
C  -3.21394  0.06421  -0.78610  0.012
C  -3.18307  0.89204  0.31635  -0.244
C  -3.16339  0.39077  1.60273  -0.059
C  -3.17684  -0.98227  1.78922  -0.103
C  -3.16271  -1.82117  0.68824  -0.574
Cl  -3.09085  -3.53699  0.93773  0.729
H  -3.17272  -1.40492  2.78189  0.110
H  -3.15010  1.07538  2.43484  0.116
S  -2.96139  2.65342  0.02973  0.666
O  -3.66411  3.02605  -1.15852  -0.269
O  -3.24149  3.35457  1.24918  -0.285
N  -1.33751  2.79156  -0.26687  -0.226
C  -0.46933  2.62773  0.87476  -0.200
C  0.89087  3.24717  0.56606  -0.164
C  1.48083  2.58077  -0.67318  -0.195
C  0.51149  2.74429  -1.84065  -0.164
C  -0.84635  2.15364  -1.46848  -0.201
H  -1.58125  2.33873  -2.25163  0.121
H  -0.73986  1.06765  -1.32241  0.117
H  0.88827  2.23628  -2.72871  0.115
H  0.39042  3.80401  -2.06922  0.118
H  2.44702  3.02618  -0.91651  0.110
H  1.63677  1.51777  -0.47300  0.102
H  0.76008  4.31400  0.38107  0.120
H  1.55309  3.11705  1.42214  0.090
H  -0.95355  3.12840  1.71374  0.118
H  -0.33797  1.56128  1.11357  0.113
H  -3.25157  0.49131  -1.77315  0.109
H  -3.09004  -3.17489  -1.41628  0.058
H  -1.54784  -2.78504  -4.55889  0.092
H  -3.03818  -3.64059  -4.09722  0.091
S  1.18367  -4.10327  -0.97388  1.028
H  3.17821  -2.90211  0.55833  0.135
C  0.31337  -1.11799  2.17464  -0.043
H  -0.22642  -0.70585  3.02300  0.082
H  -0.27468  -0.94904  1.27167  0.053
H  0.41211  -2.19477  2.30747  0.091
H  1.19053  1.11019  3.39749  0.116
H  3.40858  2.16428  3.25277  0.107
H  5.14978  1.17877  1.81741  0.110
H  5.83311  -0.37391  0.19798  0.079
H  5.32670  -1.98712  0.69058  0.084
H  4.59295  -1.22688  -0.72608  0.085

The value obtained for the gap between HOMO and LUMO is 0.3157 hartree. The spin multiplicity is 1. For the HOMO energy, the calculation gives -8.4841 eV. Its max |F| is 1.80 eV/Å.